Entry 1:
ORCA calculation (ωB97M-V with the def2-TZVPD basis set) on a molecular structure, C42H55AsBF5N14Sr.

The energy above the lowest of the compared OMol25 structures with the same formula, charge and spin comes out at 547.25 kJ/mol. The value obtained for the LUMO energy is 0.50 eV. Its HOMO-LUMO gap is 7.58 eV.

Last column: Mulliken charge in e.
Cartesian coordinates (Å):
Sr: 1.0980 -0.9138 -0.9627  1.06
C: -3.2719 -2.6291 -1.4598  -2.18
C: -2.1454 -2.3858 -0.6683  -0.74
N: -1.1302 -1.9459 -1.4042  1.07
N: -1.5851 -1.8788 -2.6771  -0.78
C: -2.8634 -2.2888 -2.7318  -0.15
B: -0.7917 -1.2627 -3.8534  -0.05
N: -0.5372 0.2538 -3.6074  -0.16
C: -0.6784 1.2317 -4.5170  -0.36
C: -0.3804 2.4376 -3.9159  -1.91
C: -0.0551 2.0878 -2.6017  -0.49
N: -0.1391 0.7750 -2.4225  1.14
N: 0.5575 -1.9752 -4.1140  -0.49
C: 0.9591 -2.5206 -5.2747  -0.23
C: 2.3056 -2.8059 -5.1846  -1.77
C: 2.6576 -2.3749 -3.9017  -0.59
N: 1.6048 -1.8800 -3.2624  0.90
H: -4.2381 -2.9902 -1.1532  0.55
H: -2.0268 -2.4732 0.3973  1.10
H: -3.3893 -2.3007 -3.6717  0.57
H: -1.4628 -1.3759 -4.8445  -0.15
H: -0.9924 1.0006 -5.5214  0.58
H: -0.3994 3.4176 -4.3596  0.54
H: 0.2068 2.7188 -1.7666  0.45
H: 0.2601 -2.6561 -6.0828  0.48
H: 2.9387 -3.2450 -5.9350  0.44
H: 3.6201 -2.3866 -3.4141  0.63
C: -2.3851 0.3900 -2.4987  -1.50
N: -3.0509 1.3435 -1.6336  1.41
C: -3.9510 2.2680 -2.2799  -1.38
C: -3.0856 1.0937 -0.2740  -0.97
N: -1.9851 0.7651 0.3032  1.19
C: -2.0032 0.1081 1.5294  0.00
C: -2.6941 -1.0795 1.6562  -1.21
C: -2.8515 -1.7058 2.9053  -1.55
C: -2.3405 -1.1253 4.0291  -0.66
C: -1.5767 0.0679 3.9365  1.11
C: -1.0710 0.6704 5.1156  -1.25
C: -0.3019 1.7941 5.0324  -1.27
C: 0.0463 2.3204 3.7781  -0.05
C: -0.4215 1.7735 2.5969  -0.27
N: 0.1219 2.1823 1.3837  0.57
C: 0.3964 3.4221 1.1453  0.17
N: -0.3121 4.5222 1.6087  0.33
C: 0.3854 5.6237 2.2447  -1.24
C: -1.6880 4.3556 2.0194  -0.64
N: 1.4427 3.7125 0.3137  0.22
C: 1.5145 4.8823 -0.5374  -1.19
C: 2.3907 2.6608 0.0385  -0.60
C: -1.3221 0.6550 2.6682  0.10
N: -4.3218 1.2927 0.3258  0.50
C: -5.4996 0.6872 -0.2664  -1.13
C: -4.4760 1.6025 1.7324  -0.76
H: -1.5906 -0.1042 -1.9465  -0.41
H: -1.9410 0.9068 -3.3513  0.89
H: -3.0899 -0.3628 -2.8798  0.62
H: -4.7785 1.7726 -2.8045  0.40
H: -3.3932 2.8468 -3.0204  0.31
H: -4.3708 2.9542 -1.5480  0.38
H: -3.1569 -1.4998 0.7704  0.59
H: -3.4191 -2.6270 2.9737  0.81
H: -2.5016 -1.5619 5.0080  0.46
H: -1.3076 0.2215 6.0730  0.41
H: 0.0835 2.2629 5.9301  0.35
H: 0.7515 3.1421 3.7218  0.53
H: 1.4454 5.5866 2.0078  0.37
H: 0.2735 5.5684 3.3344  0.38
H: -0.0138 6.5840 1.9076  0.32
H: -2.1548 3.5967 1.3939  0.01
H: -2.2122 5.3030 1.8731  0.46
H: -1.7869 4.0634 3.0714  0.26
H: 0.6217 5.4899 -0.4193  0.41
H: 1.5949 4.5726 -1.5839  0.37
H: 2.3931 5.4910 -0.3040  0.30
H: 3.4263 2.9637 0.2174  0.43
H: 2.3059 2.3355 -1.0011  0.20
H: 2.1451 1.8280 0.6852  -0.19
H: -5.2641 0.2647 -1.2391  0.34
H: -6.3073 1.4154 -0.3847  0.28
H: -5.8618 -0.1241 0.3757  0.33
H: -3.5772 2.0647 2.1270  0.09
H: -4.6891 0.7107 2.3314  0.27
H: -5.3055 2.3061 1.8453  0.41
C: -0.8048 -3.7102 2.3412  -1.23
C: 0.0231 -2.4978 2.5862  -0.69
N: 0.4961 -1.6624 1.6868  0.95
C: 1.2287 -0.7267 2.3922  0.64
C: 1.2035 -1.0078 3.7170  -1.80
N: 0.4293 -2.1380 3.8277  0.68
H: -0.7799 -3.9617 1.2839  0.10
H: -1.8444 -3.5459 2.6348  0.22
H: -0.4226 -4.5643 2.9033  0.50
H: 1.7359 0.0911 1.9084  -0.15
H: 1.6357 -0.5133 4.5672  0.48
H: 0.1775 -2.6036 4.6814  0.27
C: 1.6002 -5.3627 -0.4425  -1.41
As: 2.5168 -3.6869 0.0074  1.21
C: 3.1443 -4.1490 1.7975  -1.05
C: 4.1737 -4.0677 -0.9673  -1.29
H: 2.3019 -6.1974 -0.4282  0.42
H: 1.1631 -5.2725 -1.4367  0.32
H: 0.8002 -5.5609 0.2708  0.38
H: 3.4144 -5.2043 1.8387  0.47
H: 2.3725 -3.9349 2.5365  0.13
H: 4.0132 -3.5338 2.0233  0.28
H: 4.7019 -4.9064 -0.5126  0.47
H: 4.8142 -3.1859 -0.9620  0.24
H: 3.9234 -4.3190 -1.9974  0.39
F: 3.4351 0.9217 -2.8528  -0.47
C: 4.2346 0.5131 -1.8185  0.28
C: 3.6636 -0.1148 -0.7376  0.89
C: 4.5683 -0.4564 0.2374  -0.52
F: 4.1407 -1.1066 1.3676  -0.39
C: 5.9296 -0.2067 0.1853  -0.02
F: 6.7609 -0.5643 1.1784  -0.35
C: 6.4399 0.4318 -0.9318  0.74
F: 7.7500 0.6940 -1.0210  -0.34
C: 5.5824 0.7998 -1.9546  0.25
F: 6.0762 1.4222 -3.0367  -0.35

***

Entry 2:
ORCA calculation (ωB97M-V with the def2-TZVPD basis set) on a molecular structure, C42H55BN7O5S3Si2Tb.

The value obtained for the LUMO energy (alpha / beta) is 3.39 / 3.39 eV. Its HOMO-LUMO gap (alpha / beta) is 4.95 / 4.94 eV. The net charge is -2. Its multiplicity is 7.

Last column: Mulliken charge in e.
Cartesian coordinates (Å):
Tb: 0.2184 0.5586 0.3742  -1.28
C: -2.0833 -5.1069 -1.3245  -1.24
C: -0.5905 -4.8203 -1.1868  -0.60
N: -0.1984 -3.6917 -1.9986  0.01
C: -0.2473 -2.4155 -1.5262  -0.10
S: -1.1448 -2.0950 -0.1011  -0.30
N: 0.3502 -1.5406 -2.3075  -1.04
N: 0.3272 -0.2303 -1.9866  1.41
C: 0.7947 0.6049 -2.8982  0.82
C: 1.3438 0.1110 -4.2159  -1.73
C: 0.7100 2.0081 -2.6366  0.22
C: 1.1944 2.9683 -3.5551  -0.74
C: 0.9971 4.3059 -3.3292  -0.80
C: 0.2786 4.6963 -2.1913  -1.12
C: -0.1175 3.7104 -1.3103  -0.28
N: 0.0951 2.4112 -1.4811  0.77
H: -2.3723 -5.9267 -0.6718  0.38
H: -2.3365 -5.3569 -2.3518  0.34
H: -2.6322 -4.2184 -1.0331  0.28
H: -0.0074 -5.6852 -1.5080  0.50
H: -0.3621 -4.6157 -0.1346  0.28
H: 0.6242 -3.8336 -2.5809  0.26
H: 1.2267 -0.9707 -4.2325  0.17
H: 2.4052 0.3493 -4.3051  0.35
H: 0.8078 0.5506 -5.0572  0.44
H: 1.7308 2.6376 -4.4298  0.46
H: 1.3801 5.0541 -4.0122  0.39
H: 0.0643 5.7330 -1.9897  0.52
H: -0.6589 3.9719 -0.4076  -0.01
C: -3.6777 0.9791 -1.3664  -1.57
Si: -2.6785 1.1702 0.3112  0.94
C: -3.9991 0.4303 1.5644  -1.50
C: -2.7891 3.0509 0.8113  0.68
C: -3.7954 3.8525 0.2849  -0.49
C: -3.8956 5.1973 0.5942  -0.65
C: -2.9757 5.7622 1.4582  -0.94
C: -1.9710 4.9754 1.9926  -0.13
C: -1.8489 3.6244 1.6823  -0.33
Si: -0.3330 2.5990 2.3969  0.92
C: 1.1451 3.8701 2.2959  -1.41
C: -0.7281 2.6391 4.3089  -1.47
H: -4.7386 1.2139 -1.2823  0.39
H: -3.6011 -0.0516 -1.7028  0.31
H: -3.2520 1.6036 -2.1486  0.32
H: -4.9906 0.8502 1.4013  0.32
H: -3.7201 0.6394 2.5937  0.31
H: -4.0705 -0.6477 1.4533  0.33
H: -4.5191 3.4164 -0.3890  0.30
H: -4.6868 5.8005 0.1642  0.37
H: -3.0411 6.8126 1.7138  0.36
H: -1.2585 5.4306 2.6678  0.20
H: 0.9772 4.7810 2.8677  0.48
H: 1.3385 4.1654 1.2652  0.24
H: 2.0554 3.4117 2.6763  0.32
H: -0.9184 3.6553 4.6462  0.42
H: 0.1095 2.2568 4.8837  0.34
H: -1.6026 2.0419 4.5542  0.29
C: 5.7673 -0.7026 -2.3509  -1.27
C: 4.6343 -1.6474 -2.5662  1.55
C: 4.2338 -2.1217 -3.7909  -1.24
C: 3.1460 -3.0127 -3.8504  1.09
N: 2.5772 -3.4944 -2.7501  -0.48
C: 2.9800 -3.0727 -1.5552  0.02
S: 2.4322 -3.7299 -0.1389  -0.36
N: 3.9542 -2.0819 -1.4685  0.29
C: 2.5982 -3.4985 -5.1553  -1.44
H: 6.3575 -0.6099 -3.2597  0.36
H: 6.4013 -1.0516 -1.5352  0.41
H: 5.3961 0.2865 -2.0774  0.00
H: 4.7433 -1.8077 -4.6882  0.36
H: 4.1880 -1.7381 -0.5443  -0.11
H: 2.9989 -2.9155 -5.9803  0.36
H: 1.5128 -3.4166 -5.1475  0.36
H: 2.8504 -4.5485 -5.3028  0.39
N: 0.2640 -1.1801 2.7449  -0.15
C: 1.4670 -1.0484 3.4923  0.39
C: 2.6717 -1.4563 2.9192  -0.02
C: 3.8618 -1.2105 3.5779  -0.77
C: 3.8580 -0.5840 4.8074  -0.15
C: 2.6701 -0.2337 5.4087  -0.71
C: 1.4677 -0.4654 4.7555  -0.22
S: 5.4518 -0.2151 5.5715  1.25
O: 5.1458 0.5738 6.7660  -0.77
O: 6.1854 0.5277 4.5427  -0.57
O: 6.0435 -1.5199 5.8724  -0.75
H: -0.5564 -1.0977 3.3399  0.16
H: 0.2323 -2.0634 2.2380  0.22
H: 2.6540 -1.9412 1.9530  -0.11
H: 4.8120 -1.4805 3.1440  0.35
H: 2.7078 0.2298 6.3843  0.51
H: 0.5270 -0.1820 5.2124  0.33
C: 9.0931 3.5094 -0.4896  -2.25
C: 8.3707 2.4834 0.3927  2.13
C: 8.4875 2.9311 1.8555  -1.56
C: 9.0849 1.1361 0.2187  -1.63
C: 6.8958 2.3206 0.0441  0.65
C: 6.2525 3.1040 -0.9116  -0.58
C: 4.8950 2.9785 -1.1912  -1.42
C: 4.1783 2.0251 -0.4995  0.32
O: 2.8744 1.6800 -0.5580  0.25
B: 2.6706 0.5525 0.3371  1.34
O: 3.9408 0.3038 0.9046  0.07
C: 4.8277 1.1965 0.4288  -0.71
C: 6.1638 1.3459 0.7281  -0.49
H: 10.1415 3.5658 -0.1973  0.45
H: 8.6631 4.5019 -0.3779  0.41
H: 9.0514 3.2231 -1.5387  0.44
H: 9.5328 2.9659 2.1606  0.44
H: 7.9587 2.2522 2.5176  0.36
H: 8.0591 3.9233 1.9789  0.34
H: 10.1528 1.2530 0.3973  0.47
H: 8.9428 0.7573 -0.7920  0.30
H: 8.7042 0.4026 0.9210  0.34
H: 6.7998 3.8593 -1.4562  0.38
H: 4.4127 3.6112 -1.9221  0.52
H: 6.5970 0.7387 1.5062  0.44

***

The calculation returns the following E values, one per record and in order: -5190.6442 -5016.0111 Ha.
The calculation returns the following maximum force values, one per record and in order: 5.5 2.6 eV/A.